{"formula": "C5H11NO", "method": "wB97M-V/def2-TZVPD", "e_above_lowest_kcal_mol": 113.94, "smiles": "C/C=N/O.C=CC", "molar_mass_da": 101.15, "gap_ev": 10.4337, "lumo_ev": 0.97, "homo_energy_ev": -9.461, "total_charge": 0, "species": ["C", "C", "N", "O", "H", "H", "H", "H", "H", "C", "C", "C", "H", "H", "H", "H", "H", "H"], "coordinates": [[2.217286, 0.149940, -0.589472], [1.286501, 0.731244, 0.430103], [0.642600, 1.821783, 0.109450], [0.193646, 2.587557, 1.182677], [2.201859, -0.938004, -0.536872], [3.239129, 0.487250, -0.406439], [1.916207, 0.453854, -1.591904], [1.541313, 0.555763, 1.480962], [-0.102788, 2.003312, 1.905118], [-1.654173, 0.460774, -0.631246], [-1.205722, -0.607552, -0.052236], [-1.635529, -2.025896, 0.023404], [-0.821768, 1.358279, -0.524180], [-2.506273, 0.554749, -1.282266], [-0.074071, -0.406358, 0.344660], [-0.877827, -2.684073, -0.405626], [-1.791461, -2.327811, 1.059071], [-2.568930, -2.174810, -0.515204]], "forces_ev_per_angstrom": [[-0.66, -0.56, -0.26], [0.81, 2.87, -0.13], [1.87, -1.01, 0.66], [-0.51, -0.20, 0.29], [0.12, -0.09, -0.07], [-0.09, 0.06, 0.10], [0.03, 0.02, 0.05], [-0.45, -0.20, -0.04], [0.19, 0.03, -0.22], [1.80, 2.46, -0.28], [2.99, -0.60, 0.81], [-0.39, -0.02, -0.01], [-2.65, -1.77, -0.82], [-0.36, 0.09, 0.18], [-2.61, -0.91, -0.30], [0.00, 0.02, 0.03], [0.02, -0.08, 0.04], [-0.10, -0.09, -0.04]], "lowdin_charge": [-0.070, -0.277, -0.094, -0.064, 0.072, 0.081, 0.085, 0.132, 0.095, -0.008, -0.275, -0.109, 0.076, 0.057, 0.086, 0.072, 0.070, 0.071]}